Here is 9 unconnected molecules or ions with the total composition C40H58F24NO17 from the Open Molecules 2025 dataset. Energies are from ωB97M-V with the def2-TZVPD basis set.

The geometry in ORCA input format:
```
! RIJCOSX wB97M-V def2-TZVPD def2/J DEFGRID3
* xyz 1 1
F 8.68 19.35 2.43
F 6.77 18.43 2.94
F -11.91 -5.72 1.70
F -6.97 -9.63 -3.25
F -8.53 -9.76 -1.74
F 8.39 10.66 3.28
F 10.30 11.59 2.78
F 5.14 -5.59 4.94
F -12.77 -4.13 0.47
F -2.56 -1.62 0.00
F -8.65 -3.25 -4.32
F -10.60 -4.38 0.58
F 8.80 4.13 -1.66
F -6.56 -10.58 -1.33
F 9.12 3.92 0.48
F 3.87 -3.96 4.28
F -6.58 -2.86 -3.74
F 3.08 -5.99 4.36
F -4.53 -1.00 -0.72
F 8.82 11.21 1.22
F -7.86 -1.22 -4.40
F 7.58 5.28 -0.26
F -4.07 -3.12 -0.47
F 7.20 18.97 0.87
O -7.20 -7.15 -2.14
O 1.62 1.65 1.32
O 8.99 8.36 1.97
O -5.78 -1.81 1.56
O -6.50 -4.00 -6.21
O -3.71 -1.87 2.55
O 6.02 3.25 -1.18
O 7.37 16.12 1.63
O 11.18 9.05 1.97
O -6.17 -8.01 -0.28
O 7.28 1.84 0.13
O 9.56 16.81 1.63
O -7.29 -2.01 -7.04
O 5.22 -6.73 2.47
O -11.10 -5.98 -1.67
O 4.44 -4.74 1.65
O -12.88 -6.90 -0.55
N 1.54 -1.22 -0.36
C 9.42 7.02 1.69
C 7.76 18.44 2.00
C -0.10 -3.31 -0.08
C 4.62 -5.51 2.59
C -0.84 1.79 0.91
C -0.09 -2.92 1.51
C -12.12 -8.99 -1.52
C 4.13 2.25 -0.03
C -6.08 -4.38 -7.53
C 9.87 6.32 2.96
C -6.90 -5.83 -1.69
C -7.20 -9.53 -1.91
C 0.52 -0.12 -0.29
C -6.77 -8.18 -1.33
C -11.78 -5.07 0.51
C 9.38 10.68 2.34
C 8.36 17.06 1.75
C -6.38 -0.41 3.45
C -5.47 -5.45 -2.03
C 0.88 -2.41 -1.03
C -7.54 -2.53 -4.65
C 9.98 9.30 2.09
C -6.39 -1.81 2.86
C 2.25 -1.57 0.92
C -13.08 -7.82 -1.63
C 8.26 14.08 2.61
C 5.00 2.24 -1.27
C 1.36 -2.39 2.03
C 6.97 -6.47 0.81
C 5.64 -7.11 1.15
C 4.18 -5.26 4.03
C 0.45 0.75 1.09
C -11.84 -6.02 -0.69
C 7.13 2.92 -0.44
C 7.80 14.78 1.34
C -3.89 -1.89 0.10
C 8.15 4.05 -0.47
C -4.75 -3.74 -7.87
C -7.10 -2.77 -6.09
C -4.41 -1.84 1.54
H 7.47 14.12 3.37
H -4.39 -4.08 -8.84
H 2.29 -0.90 -1.04
H -0.57 -3.78 2.19
H 2.83 -0.66 1.43
H 7.33 -6.82 -0.16
H -4.75 -6.10 -1.51
H -0.84 -2.00 1.63
H 1.99 -3.35 2.37
H -5.90 -2.53 3.52
H 8.51 13.04 2.41
H 3.31 1.54 -0.13
H -5.36 -0.05 3.62
H 6.94 14.25 0.92
H -12.99 -7.31 -2.60
H 0.23 -4.45 -0.15
H 6.89 -5.38 0.78
H 10.75 6.81 3.39
H -1.82 1.20 1.21
H -14.11 -8.18 -1.56
H 10.13 5.27 2.76
H 5.44 1.25 -1.45
H -12.33 -9.73 -2.30
H -4.00 -3.98 -7.11
H 9.13 14.58 3.04
H 8.56 6.49 1.27
H 8.59 14.78 0.58
H 3.13 -2.32 0.61
H 0.71 0.61 -1.20
H -5.29 -5.58 -3.11
H 0.22 0.15 2.07
H 10.21 7.01 0.92
H -6.85 -4.13 -8.27
H 4.71 1.98 0.86
H 3.72 3.25 0.15
H -5.98 -5.47 -7.53
H -0.57 -0.57 -0.47
H -7.59 -5.15 -2.20
H -7.09 -5.73 -0.61
H -6.86 0.30 2.76
H -0.78 2.71 1.63
H 1.64 1.80 2.33
H 1.24 -1.74 3.02
H -11.09 -8.66 -1.62
H 0.29 -2.00 -1.98
H 7.72 -6.71 1.57
H 1.74 -3.12 -1.44
H -4.83 -2.65 -7.90
H 4.87 -6.86 0.41
H -6.92 -0.39 4.40
H 4.39 2.48 -2.15
H -12.22 -9.47 -0.54
H -7.42 -2.14 2.72
H -0.98 2.13 -0.22
H 9.08 6.35 3.72
H 5.75 -8.20 1.15
H -1.19 -3.24 -0.56
H -5.26 -4.41 -1.76
*
```

As for the HOMO-LUMO gap: 0.3371 Eh. Its total energy is -143929.241 eV.


Here is a molecular structure, C40H59As3BrN2O4Ti from the Open Molecules 2025 dataset. Energies are from ωB97M-V with the def2-TZVPD basis set.

The geometry in ORCA input format:
```
! RIJCOSX wB97M-V def2-TZVPD def2/J DEFGRID3
* xyz -2 2
Br -2.01 -2.47 3.01
As -0.81 2.75 -0.95
As -2.70 1.98 -5.66
As 0.28 0.01 -2.68
Ti -0.54 -0.88 1.60
O -4.29 -3.23 -1.80
O -1.01 0.83 2.09
O -0.58 -2.48 0.11
O 1.23 -0.51 0.97
N -2.36 -0.70 0.46
N -2.75 -1.81 -0.23
C 0.35 -2.24 -1.16
C -4.38 1.37 -4.85
C 2.65 -1.50 4.72
C -1.63 4.48 -0.46
C -1.53 -6.29 -1.42
C -3.34 0.20 0.61
C -4.29 2.30 1.47
C -2.06 1.65 2.15
C -1.45 -0.72 -3.27
C 1.30 -1.60 4.35
C 3.22 -0.72 2.44
C 0.91 -1.23 3.09
C -4.22 3.43 2.26
C -3.61 -5.43 -2.27
C 1.46 -1.15 -3.75
C 3.56 -1.07 3.76
C 4.92 1.05 1.97
C 3.85 -0.08 0.04
C 4.33 -0.28 1.48
C 0.36 1.43 -4.19
C -1.89 2.59 -3.97
C 2.73 -3.37 6.38
C -1.84 -2.71 -0.35
C -3.40 3.72 -6.27
C 0.07 3.40 -2.62
C 3.08 -1.90 6.13
C -3.23 1.37 1.39
C 5.44 -1.34 1.45
C -0.36 2.76 -3.96
C -2.71 -6.47 -2.14
C -3.36 -4.20 -1.68
C 1.85 -0.81 2.16
C -3.06 3.68 3.01
C -2.00 2.79 2.95
C -1.26 -5.06 -0.85
C 0.03 3.74 -5.08
C 4.58 -1.71 6.38
C 0.76 2.89 0.20
C -2.15 -4.00 -0.97
C 2.33 -1.03 7.15
H 4.15 1.83 1.98
H -4.10 3.57 -7.09
H 1.36 2.00 0.05
H 3.28 -4.01 5.68
H 0.98 -1.42 -4.69
H -4.76 2.11 -4.15
H 0.34 -3.23 -1.64
H 2.39 -0.62 -3.97
H 1.43 1.65 -4.29
H -3.98 -2.47 -1.24
H -4.19 0.44 -4.32
H 2.60 -1.31 8.18
H 1.14 3.25 -2.49
H -0.36 -4.90 -0.28
H 5.88 -1.50 2.44
H -2.10 4.39 0.52
H -1.42 -1.80 -3.16
H -0.89 5.28 -0.45
H 5.72 1.38 1.31
H -2.18 1.84 -3.22
H -4.54 -5.55 -2.81
H -0.82 -7.11 -1.31
H 0.04 1.00 -5.14
H 4.61 -1.00 4.03
H 1.25 -1.14 7.05
H -2.92 -7.43 -2.61
H 5.17 -2.34 5.71
H 6.23 -1.03 0.77
H -2.38 3.53 -3.69
H 0.55 -1.95 5.06
H -1.09 2.96 3.51
H -0.52 4.69 -4.98
H 3.40 -0.99 -0.36
H -5.12 1.19 -5.63
H 0.45 2.92 1.24
H -4.29 0.00 0.10
H -3.91 4.24 -5.45
H 4.88 -0.68 6.24
H 4.82 -2.00 7.41
H -2.99 4.56 3.64
H 1.67 -3.55 6.24
H -0.11 4.48 -2.66
H 5.04 -2.29 1.11
H 3.10 0.70 -0.04
H 1.10 3.96 -5.03
H -1.65 -0.46 -4.32
H -2.24 -0.33 -2.63
H 1.33 -2.16 -0.67
H -2.41 4.71 -1.19
H 5.32 0.96 2.98
H 3.00 -3.66 7.40
H 2.57 0.03 7.01
H 1.33 3.79 -0.04
H -5.19 2.10 0.89
H -0.18 3.32 -6.06
H 1.69 -2.06 -3.19
H -2.58 4.35 -6.62
H 4.71 0.19 -0.58
H -5.05 4.12 2.30
*
```

As for the HOMO-LUMO gap (spin up / spin down): 0.1584 / 0.1976 Eh. Its total energy is -329282.811 eV. Its expectation value of S² is 0.78.


Here is a molecular structure, C40H60AsF6O30Pt from the Open Molecules 2025 dataset. Energies are from ωB97M-V with the def2-TZVPD basis set.

The geometry in ORCA input format:
```
! RIJCOSX wB97M-V def2-TZVPD def2/J DEFGRID3
* xyz 0 4
Pt 2.89 2.11 -2.32
As 0.31 0.49 0.28
F -0.76 0.50 -1.14
F -0.96 -0.45 1.23
F 1.55 1.31 -0.81
F 1.00 -1.13 -0.18
F -0.32 2.08 0.80
F 1.46 0.47 1.59
O 3.38 2.95 -0.15
O 3.92 0.38 -1.01
O 5.06 3.38 1.33
O -4.00 -4.70 2.49
O -4.08 0.36 1.04
O 4.65 -1.73 -0.39
O 3.05 -4.08 2.96
O -0.36 0.21 -4.80
O -2.24 -3.52 2.97
O 1.04 -4.67 -3.44
O 0.68 3.24 4.82
O 0.51 -2.70 -4.12
O 3.79 -5.98 1.93
O 1.80 -5.91 2.95
O -2.18 -5.79 3.25
O -3.71 -6.50 -1.37
O -3.05 2.20 1.70
O 2.94 3.86 1.92
O 1.32 1.14 -3.61
O 5.09 -0.03 0.99
O -4.09 -5.00 -3.05
O -0.72 -4.47 -4.82
O 1.08 5.44 5.58
O -0.86 4.59 -2.01
O 1.26 3.77 -2.10
O -0.68 4.80 4.25
O -3.55 0.59 3.28
O -3.37 -4.22 -1.06
O -0.50 2.26 -4.32
O 0.58 5.76 -3.20
C -3.56 0.98 2.12
C 0.41 4.55 4.97
C 1.97 -3.72 3.76
C -1.74 1.91 -4.91
C 0.25 1.23 -4.25
C -1.60 0.47 -5.28
C 3.73 4.29 2.99
C -3.23 -2.60 2.56
C -5.22 1.21 -0.90
C -0.48 1.18 4.43
C 5.26 -2.29 0.74
C -2.76 -4.75 2.94
C 6.11 5.15 2.67
C 1.08 -4.99 3.66
C 2.97 -5.34 2.59
C 4.49 -0.45 -0.21
C 0.44 4.60 -2.42
C -0.58 6.58 -3.25
C -3.74 -5.35 -1.77
C -3.84 1.09 -0.13
C -2.61 6.13 -1.60
C 2.08 -3.82 -2.85
C 1.20 -2.57 3.07
C 3.78 3.41 0.91
C -3.63 -3.07 -1.84
C -2.03 2.87 -6.10
C -1.15 3.58 3.62
C -3.28 2.41 0.32
C -2.34 -2.25 -1.77
C -4.40 -3.44 2.02
C 1.65 -2.43 -3.37
C -0.04 2.59 3.87
C 5.71 -1.13 1.62
C 0.21 -3.98 -4.18
C -5.70 -3.21 2.79
C 5.17 3.96 2.64
C 3.50 -4.25 -3.43
C -1.67 5.56 -2.69
C 6.41 -3.22 0.25
C -3.93 -3.64 -3.27
H 7.10 4.91 2.29
H -1.07 3.69 2.53
H -2.61 1.97 -4.25
H -5.66 -3.39 3.87
H -2.15 -1.96 -0.74
H -3.07 -3.52 -3.93
H 2.32 -3.55 4.77
H 0.46 -2.22 3.79
H -2.46 -1.36 -2.39
H -2.30 -0.17 -4.73
H -3.12 7.03 -1.95
H -0.67 0.46 3.63
H -0.42 7.41 -2.55
H -6.47 -3.83 2.34
H 5.24 -1.28 2.58
H 4.67 -2.90 1.43
H 5.99 -4.13 -0.17
H -1.52 -2.84 -2.18
H 6.24 5.39 3.72
H 0.52 -2.83 2.27
H -2.22 5.02 -3.46
H -4.98 1.69 -1.85
H -3.11 0.59 -0.76
H -2.37 2.68 -0.21
H 1.84 -1.79 2.66
H 7.07 -3.69 0.98
H -3.28 5.43 -1.11
H -2.84 -1.96 1.77
H -5.66 0.27 -1.23
H -1.08 3.03 -6.60
H 1.99 -3.79 -1.76
H -6.01 1.74 -0.36
H -0.84 6.93 -4.25
H -2.76 2.51 -6.83
H -4.50 -3.53 0.94
H -2.05 6.50 -0.74
H 3.46 3.88 3.96
H -3.73 -2.09 3.38
H -2.16 3.27 3.90
H 3.47 -4.21 -4.52
H 0.12 -4.75 3.20
H 0.87 -5.36 4.67
H 5.76 6.04 2.14
H 2.42 -1.96 -3.98
H -1.62 0.37 -6.37
H -1.34 1.44 5.06
H 6.79 -1.06 1.75
H -4.78 -3.09 -3.66
H 3.62 -5.29 -3.12
H -2.35 3.84 -5.71
H 1.39 -1.76 -2.55
H 4.30 -3.68 -2.97
H 5.48 3.23 3.38
H 0.28 0.71 5.05
H -3.86 3.32 0.14
H 7.05 -2.69 -0.46
H 3.63 5.38 3.06
H -4.53 -2.56 -1.49
H -5.96 -2.15 2.80
H 0.62 2.41 3.02
*
```

As for the HOMO-LUMO gap (spin up / spin down): 0.2161 / 0.3321 Eh. Its total energy is -184266.442 eV. Its expectation value of S² is 3.75.


Number 1: strongest force on any atom 3.53 eV Å⁻¹. Number 2: strongest force on any atom 0.77 eV Å⁻¹. Number 3: strongest force on any atom 6.76 eV Å⁻¹.